1.
Computed, not measured: a structure of composition C10H4BiN2O4 at a distorted geometry, with ωB97M-V/def2-TZVPD.

Geometry (Å):
Bi1 0.0301 0.8015 -2.2899
O1 0.0304 3.7622 -3.9943
C1 0.0184 2.7328 -3.4505
C2 1.8946 -1.0470 -1.8423
O2 2.8001 -1.5904 -1.4390
C3 -1.9027 -0.9932 -1.7669
O3 -2.8298 -1.4742 -1.2946
C4 -0.0051 -1.0388 -3.9661
O4 -0.0006 -1.6299 -4.9397
N1 0.0055 0.0003 5.4791
C5 -0.0111 -0.0033 4.3198
C6 -0.0221 -0.0122 2.8985
C7 1.2062 -0.1518 2.2338
C8 1.1704 -0.0640 0.8620
N2 0.0031 0.0394 0.1881
C9 -1.1827 0.2018 0.8212
C10 -1.2362 0.1593 2.1993
H1 2.2035 -0.2820 2.6910
H2 2.1464 -0.0652 0.3625
H3 -2.1043 0.3772 0.2418
H4 -2.2143 0.2775 2.6860

Cartesian forces (eV/Å) of the 6 atoms listed first:
Bi 0.0 -5.0 4.2
O -0.1 -5.7 3.0
C 0.1 10.0 -5.3
C 2.5 -0.9 0.9
O -2.1 0.9 -1.1
C -3.9 -1.4 1.7

Summary:
Gap between HOMO and LUMO, eV: 3.94
HOMO energy, hartree: -0.734
Total charge: +3

2.
Computed, not measured: a cluster of 20 separate species, C10H56O23 in total, with ωB97M-V/def2-TZVPD.

Geometry (Å):
C1 -2.3041 -1.5738 -1.4869
C2 -2.3261 -0.1107 -1.0010
O1 -2.1215 0.8371 -2.0556
C3 -0.7979 0.8293 -2.6139
C4 0.1825 1.7955 -1.9563
C5 0.5392 1.4474 -0.5069
C6 1.8950 1.9490 0.0089
C7 2.9454 0.8401 0.0924
C8 3.3670 0.2358 -1.2217
C9 4.4450 -0.8289 -1.0928
O2 4.2786 -1.5626 -2.3382
C10 3.0533 -1.2756 -2.7992
O3 2.6377 -1.5939 -3.8711
O4 2.3474 -0.5756 -1.8872
H1 -2.0979 -1.5823 -2.5607
H2 -3.2397 -2.0888 -1.2852
H3 -1.4756 -2.1198 -1.0260
H4 -1.6091 0.0196 -0.1934
H5 -3.3011 0.0979 -0.5740
H6 -0.3772 -0.1834 -2.6170
H7 -0.9088 1.1237 -3.6612
H8 -0.1747 2.8239 -2.0125
H9 1.1007 1.7688 -2.5575
H10 0.5303 0.3542 -0.4110
H11 -0.2597 1.8153 0.1424
H12 1.7479 2.2993 1.0329
H13 2.2870 2.7909 -0.5711
H14 2.5969 0.0520 0.7688
H15 3.8693 1.2495 0.5196
H16 3.6742 1.0065 -1.9396
H17 4.1478 -1.5112 -0.2925
H18 5.4323 -0.4036 -0.9730
O5 -4.4283 -1.0670 1.0534
H19 -4.2690 -2.0171 1.0554
H20 -5.3858 -0.9818 0.9955
O6 -1.7678 4.0187 -0.6415
H21 -2.3365 3.3314 -1.0070
H22 -2.3127 4.8110 -0.6251
O7 0.6446 0.7628 2.7734
H23 0.0816 0.0946 2.3423
H24 0.1073 1.5658 2.7632
O8 -2.6721 0.4127 3.5395
H25 -3.1767 0.0931 2.7754
H26 -2.4376 -0.3863 4.0205
O9 0.4753 1.1125 5.8459
H27 1.3160 1.2047 6.3175
H28 0.7204 1.0667 4.9157
O10 -5.4694 -2.7685 -1.5010
H29 -5.0841 -2.9536 -2.3684
H30 -5.8669 -3.6072 -1.2454
O11 -7.5453 -0.9132 -2.4497
H31 -6.6459 -1.2424 -2.3171
H32 -8.0640 -1.7105 -2.5917
O12 0.8955 4.0253 -4.1542
H33 1.8226 4.2770 -4.0988
H34 0.4405 4.8289 -4.4246
O13 0.2276 -3.5013 -2.6411
H35 0.9350 -2.8766 -2.4501
H36 0.5388 -3.9677 -3.4231
O14 2.1212 0.6780 -5.5365
H37 1.6604 0.3751 -6.3232
H38 2.4114 -0.1279 -5.0839
O15 -4.8527 2.4253 -1.7340
H39 -5.3571 2.0579 -1.0022
H40 -3.9900 1.9896 -1.6877
O16 -0.4362 -1.6756 3.1370
H41 0.0851 -2.4874 3.2159
H42 -0.2185 -1.1700 3.9309
O17 3.4585 1.2010 3.8640
H43 3.5976 0.2497 3.8827
H44 2.5181 1.2898 3.6591
O18 0.5959 -4.4463 3.5303
H45 1.5105 -4.6565 3.7430
H46 0.1800 -5.2932 3.3434
O19 -6.4104 -3.2727 -4.3431
H47 -7.0361 -3.9050 -4.7094
H48 -6.8886 -2.4338 -4.3275
O20 4.9986 1.5048 -4.9433
H49 5.1829 0.5638 -4.8651
H50 4.0405 1.5464 -5.0787
O21 2.6855 0.9162 7.9200
H51 2.4411 1.0249 8.8475
H52 3.6375 1.0450 7.8842
O22 6.7340 0.8045 0.3063
H53 7.5430 0.3303 0.0876
H54 7.0061 1.4641 0.9525
O23 0.7047 -0.1577 10.0953
H55 0.3224 -0.3675 9.2358
H56 0.9277 -1.0102 10.4809

Cartesian forces (eV/Å) of the 6 atoms listed first:
C 0.6 0.4 -0.1
C -0.2 -0.4 -0.2
O 0.2 0.0 0.4
C 0.1 0.4 -0.2
C 0.4 -0.1 0.2
C -0.3 -0.2 -0.1

Summary:
Gap between HOMO and LUMO, eV: 9.11
HOMO energy, hartree: -0.334
ΔE to the lowest compared entry with this formula, charge and spin, kcal/mol: 0.0

3.
Computed, not measured: a structure of composition C10H5BeBrFN2O5P at a distorted geometry, with ωB97M-V/def2-TZVPD.

Geometry (Å):
O1 2.3371 -0.7796 1.8475
C1 2.9660 -0.8611 0.8555
F1 3.9625 -0.0481 0.5645
N1 2.7369 -1.8021 -0.1635
C2 1.3256 -1.8554 -0.4516
O2 0.7792 -2.8745 -0.7412
C3 0.4670 -0.6110 -0.3923
C4 0.8754 0.6531 -0.7645
C5 0.0165 1.7558 -0.6349
P1 0.6267 3.4581 -0.5107
O3 0.3756 3.8814 0.9978
Br1 2.7876 3.4494 -0.8081
C6 -1.3729 1.5392 -0.6157
C7 -1.7682 0.2733 -0.2542
C8 -0.8573 -0.7416 0.0491
C9 -1.5722 -1.8508 0.8322
O4 -1.1310 -2.8430 1.2810
N2 -2.9671 -1.4349 0.8740
C10 -3.1069 -0.3967 -0.1269
O5 -4.0714 -0.2597 -0.8086
H1 3.2023 -1.4391 -1.0007
H2 1.8608 0.8230 -1.1752
H3 0.1710 3.1333 1.5795
H4 -2.0940 2.3187 -0.8180
H5 -3.0909 -1.0396 1.8125
Be1 -2.4584 -2.4480 -1.4276

Cartesian forces (eV/Å) of the 6 atoms listed first:
O -0.5 0.2 0.4
C 0.0 -0.7 0.1
F 0.5 0.1 -0.2
N -0.5 1.9 -0.6
C 0.0 -0.7 0.4
O -0.1 -0.2 -0.5

Summary:
Gap between HOMO and LUMO, eV: 2.96
HOMO energy, hartree: -0.577
ΔE to the lowest compared entry with this formula, charge and spin, kcal/mol: 0.0
Total charge: +2

4.
Computed, not measured: a structure of composition C10H5BrGaNO5 at a distorted geometry, with ωB97M-V/def2-TZVPD.

Geometry (Å):
O1 0.2437 0.0345 -6.2090
C1 -0.1463 0.0323 -5.1254
Ga1 -0.6688 0.0111 -1.1978
O2 2.2755 0.0045 -2.8650
C2 1.2512 0.0226 -2.3410
C3 -2.8613 -0.0246 -0.4262
O3 -3.8550 -0.0269 0.1413
C4 -0.7394 -2.1155 -1.2751
O4 -0.7776 -3.2681 -1.1959
C5 -0.8099 2.1492 -1.3433
O5 -0.8682 3.2916 -1.3190
H1 -1.4454 -0.0014 -2.5504
Br1 0.3441 -2.5628 4.0640
C6 0.5297 -1.0496 2.9260
C7 1.2477 0.0601 3.3920
C8 1.3879 1.1538 2.5416
C9 0.8228 1.1131 1.2681
N1 0.1355 0.0381 0.8310
C10 -0.0181 -1.0346 1.6427
H2 1.6747 0.0579 4.3797
H3 1.9397 2.0511 2.8350
H4 0.9127 1.9439 0.5738
H5 -0.5752 -1.8805 1.2529

Cartesian forces (eV/Å) of the 6 atoms listed first:
O -1.4 0.0 3.6
C 1.4 0.0 -3.6
Ga -0.5 0.1 -0.3
O -4.2 0.1 1.9
C 4.9 -0.1 -1.7
C -3.5 0.0 3.1

Summary:
Gap between HOMO and LUMO, eV: 7.59
HOMO energy, hartree: -0.602
ΔE to the lowest compared entry with this formula, charge and spin, kcal/mol: 0.0
Total charge: +2

5.
Computed, not measured: a structure of composition C10H5BrNO5Sr at a distorted geometry, with ωB97M-V/def2-TZVPD.

Geometry (Å):
O1 0.2717 -4.9201 -2.1888
C1 0.0118 -4.0448 -2.8734
Sr1 -0.3895 0.6456 -1.1879
O2 2.4900 -1.8535 -0.7760
C2 1.5466 -1.1918 -0.8025
C3 2.0776 1.3124 -1.8710
O3 3.1223 1.5732 -2.2840
C4 0.2190 0.4035 -3.8477
O4 0.6018 1.0394 -4.8118
C5 1.1754 -0.6330 -3.2116
O5 1.6551 -1.6219 -3.6620
H1 -0.8594 0.4537 -3.2948
Br1 -2.0545 -1.5468 4.5938
C6 -1.4395 -0.1844 3.4242
C7 -1.4962 1.1531 3.8281
C8 -1.0181 2.1330 2.9594
C9 -0.5201 1.7573 1.7071
N1 -0.5192 0.4686 1.3051
C10 -0.9404 -0.5090 2.1521
H2 -1.9007 1.4051 4.8030
H3 -1.0285 3.1871 3.2274
H4 -0.1152 2.5109 1.0117
H5 -0.8901 -1.5375 1.7995

Cartesian forces (eV/Å) of the 6 atoms listed first:
O -0.4 1.6 -1.3
C 0.4 -1.6 1.3
Sr 0.8 -0.3 1.2
O -2.5 1.7 -0.2
C 2.4 -1.8 0.5
C 2.8 1.2 -0.8

Summary:
Gap between HOMO and LUMO, eV: 5.72
HOMO energy, hartree: -0.378
ΔE to the lowest compared entry with this formula, charge and spin, kcal/mol: 1.2
Total charge: +1

6.
Computed, not measured: a structure of composition C10H5Cl2NO3RhSm at a distorted geometry, with ωB97M-V/def2-TZVPD.

Geometry (Å):
Rh1 -0.1498 -0.9424 -7.4201
Sm1 -0.6997 0.1389 -1.7196
Cl1 -0.8080 0.7978 -5.8910
Cl2 1.3144 -1.2535 -1.8463
C1 -1.1348 -1.8712 -0.3713
C2 -0.6024 0.0598 -8.8640
C3 0.3387 -2.3992 -8.4236
O1 -0.7758 -2.4910 0.5410
O2 -0.8918 0.8014 -9.7227
O3 0.6273 -3.3265 -9.0821
N1 -0.2176 0.2954 0.4763
C4 0.0680 0.2967 1.6390
C5 0.1884 0.4649 3.0395
C6 -0.9999 0.6982 3.7638
C7 -0.9077 1.2542 5.0596
C8 0.3355 1.3579 5.7253
C9 1.5029 0.9689 5.0252
C10 1.4299 0.4014 3.7245
H1 -1.9725 0.4127 3.2913
H2 -1.8056 1.6445 5.5496
H3 0.4011 1.6747 6.7968
H4 2.4779 1.1381 5.5006
H5 2.2815 -0.1217 3.2083

Cartesian forces (eV/Å) of the 6 atoms listed first:
Rh -0.3 1.5 5.7
Sm 1.1 -0.1 -1.6
Cl 0.3 -0.8 -0.1
Cl -1.0 0.8 -0.2
C 1.7 -3.9 4.8
C -2.9 7.2 -8.3

Summary:
Spin multiplicity: 10
Gap between HOMO and LUMO (alpha / beta), eV: 4.47 / 6.46
HOMO energy (alpha / beta), hartree: -0.737 / -0.838
ΔE to the lowest compared entry with this formula, charge and spin, kcal/mol: 0.0
Total charge: +4
<S²>: 24.81